{
  "formula": "C7H12Br12O3S",
  "method": "ωB97M-V/def2-TZVPD",
  "species": ["O", "S", "O", "O", "C", "C", "C", "H", "H", "H", "H", "H", "H", "H", "H", "C", "Br", "Br", "Br", "H", "C", "Br", "Br", "Br", "H", "C", "Br", "Br", "Br", "H", "C", "Br", "Br", "Br", "H"],
  "positions_angstrom": [[-1.164, -3.169, -0.050], [0.003, -2.729, 0.745], [1.077, -1.805, 0.261], [-0.520, -2.254, 2.230], [0.466, -1.873, 3.171], [0.014, -2.422, 4.665], [0.712, -4.393, 1.256], [0.460, -0.784, 3.158], [1.526, -2.102, 3.062], [-0.489, -1.612, 5.195], [0.777, -2.887, 5.289], [-0.774, -3.173, 4.616], [-0.078, -4.960, 1.749], [1.616, -4.405, 1.866], [1.018, -4.669, 0.248], [-0.265, 1.008, -1.755], [-1.875, -0.158, -1.803], [-0.812, 2.872, -1.302], [0.494, 0.916, -3.560], [0.390, 0.515, -1.037], [-5.376, 0.822, -2.258], [-6.198, 0.087, -3.877], [-6.010, -0.086, -0.613], [-5.630, 2.839, -1.939], [-4.289, 0.744, -2.298], [3.356, 1.634, 0.200], [3.263, 1.359, 2.151], [5.191, 1.623, -0.451], [2.436, 3.283, -0.457], [2.840, 0.846, -0.349], [1.441, 4.849, -3.573], [3.207, 3.994, -4.014], [0.768, 5.597, -5.190], [1.706, 6.313, -2.234], [0.719, 4.179, -3.106]],
  "total_charge": 1,
  "spin_multiplicity": 2,
  "homo_energy_ev": [-12.156, -12.155],
  "fmax_ha_per_bohr": 0.0707,
  "e_lumo_ha": [-0.161, -0.345],
  "homo_lumo_gap_ev": [7.8, 2.8]
}



{
  "formula": "C31H60IrNOPSi4",
  "method": "ωB97M-V/def2-TZVPD",
  "species": ["Ir", "C", "C", "C", "P", "C", "C", "C", "C", "C", "C", "C", "C", "C", "C", "N", "C", "C", "C", "C", "C", "C", "C", "C", "C", "H", "H", "H", "H", "H", "H", "H", "H", "H", "H", "H", "H", "H", "H", "H", "H", "H", "H", "H", "H", "H", "H", "H", "H", "H", "H", "H", "H", "H", "H", "H", "O", "H", "H", "C", "Si", "C", "C", "Si", "Si", "C", "C", "C", "Si", "C", "C", "C", "H", "H", "H", "H", "H", "H", "H", "H", "H", "H", "H", "H", "H", "H", "H", "H", "H", "H", "H", "H", "H", "H", "H", "H", "H", "H", "H"],
  "positions_angstrom": [[0.802, -0.272, -0.509], [1.246, -2.085, -3.555], [0.542, -2.924, -2.482], [-0.210, -4.094, -3.119], [-0.520, -1.822, -1.468], [-1.738, -2.807, -0.547], [-1.087, -3.744, 0.459], [-2.801, -1.892, 0.054], [-1.478, -0.813, -2.582], [-2.401, -1.272, -3.512], [-3.043, -0.381, -4.369], [-4.043, -0.852, -5.383], [-2.723, 0.975, -4.264], [-1.822, 1.450, -3.330], [-1.214, 0.543, -2.460], [-0.274, 0.935, -1.486], [-0.018, 2.340, -1.356], [1.147, 2.850, -1.941], [2.105, 1.973, -2.706], [1.365, 4.220, -1.874], [0.450, 5.079, -1.275], [0.693, 6.560, -1.223], [-0.715, 4.536, -0.740], [-0.978, 3.175, -0.771], [-2.263, 2.646, -0.200], [2.050, -2.665, -4.009], [1.671, -1.156, -3.161], [0.547, -1.809, -4.344], [1.284, -3.313, -1.778], [-0.951, -3.737, -3.835], [-0.707, -4.732, -2.389], [0.496, -4.715, -3.671], [-2.195, -3.398, -1.352], [-0.558, -3.172, 1.222], [-0.384, -4.433, -0.010], [-1.853, -4.336, 0.959], [-2.355, -1.152, 0.720], [-3.505, -2.486, 0.638], [-3.366, -1.365, -0.715], [-2.634, -2.328, -3.584], [-4.157, -1.935, -5.360], [-3.739, -0.563, -6.390], [-5.021, -0.405, -5.199], [-3.199, 1.680, -4.935], [-1.601, 2.507, -3.276], [1.605, 1.482, -3.545], [2.562, 1.195, -2.084], [2.924, 2.568, -3.106], [2.265, 4.630, -2.318], [1.696, 6.812, -1.562], [0.567, 6.940, -0.209], [-0.021, 7.087, -1.857], [-1.441, 5.196, -0.277], [-2.539, 3.199, 0.698], [-2.199, 1.587, 0.051], [-3.080, 2.760, -0.915], [2.877, -1.234, -0.710], [3.366, -1.061, -1.526], [3.169, -2.093, -0.375], [-1.975, -2.278, 3.497], [-1.299, -0.532, 3.363], [-0.753, -0.007, 5.079], [-2.670, 0.640, 2.807], [0.534, -0.336, 1.825], [1.640, 1.751, 2.291], [0.354, 3.082, 2.500], [2.988, 2.243, 1.087], [2.438, 1.386, 3.951], [2.235, -2.041, 2.382], [3.951, -1.281, 2.223], [2.198, -3.658, 1.426], [1.907, -2.363, 4.190], [-2.650, -2.297, 4.357], [-1.208, -3.033, 3.675], [-2.550, -2.575, 2.625], [-1.546, -0.333, 5.759], [-0.672, 1.077, 5.165], [0.172, -0.457, 5.431], [-3.643, 0.145, 2.826], [-2.513, 1.032, 1.802], [-2.728, 1.497, 3.482], [-0.261, 3.187, 1.612], [0.858, 4.038, 2.671], [-0.301, 2.887, 3.351], [2.648, 2.236, 0.051], [3.857, 1.588, 1.173], [3.315, 3.263, 1.305], [1.742, 1.069, 4.721], [2.867, 2.341, 4.275], [3.259, 0.671, 3.890], [4.104, -0.707, 1.314], [4.691, -2.087, 2.252], [4.172, -0.629, 3.069], [2.139, -3.544, 0.340], [1.352, -4.279, 1.715], [3.106, -4.218, 1.663], [1.929, -1.457, 4.795], [2.739, -2.995, 4.522], [0.982, -2.903, 4.384]],
  "total_charge": 2,
  "spin_multiplicity": 2,
  "homo_energy_ev": [-13.300, -13.575],
  "fmax_ha_per_bohr": 0.0101,
  "e_lumo_ha": [-0.245, -0.278],
  "homo_lumo_gap_ev": [6.6, 6.0]
}



{
  "formula": "C7H8O",
  "method": "ωB97M-V/def2-TZVPD",
  "species": ["O", "C", "C", "C", "C", "C", "C", "C", "H", "H", "H", "H", "H", "H", "H", "H"],
  "positions_angstrom": [[3.008, -1.032, -0.548], [2.102, -0.136, -0.592], [1.423, 0.689, 0.395], [-0.050, 0.596, 0.502], [-0.331, -0.733, 0.821], [-1.422, -1.313, 0.091], [-2.091, -0.254, -0.706], [-1.052, 0.668, -0.696], [1.294, 0.121, -1.415], [1.518, 1.788, 0.281], [1.831, 0.504, 1.347], [-0.321, 1.337, 1.390], [0.129, -1.273, 1.529], [-2.067, -2.233, 0.305], [-2.873, -0.278, -1.284], [-1.099, 1.550, -1.421]],
  "total_charge": 0,
  "homo_energy_ev": -8.356,
  "fmax_ha_per_bohr": 0.1934,
  "e_lumo_ha": 0.006,
  "homo_lumo_gap_ev": 8.5
}



Number 1: total energy -31785.50625 Eh. Number 2: total energy -2950.47359 Eh. Number 3: total energy -346.58981 Eh.